No. 1
14
Properties=species:S:1:pos:R:3 method="wB97M-V/def2-TZVPD" homo_lumo_gap_ev=8.89 homo_energy_ev=-8.880 lumo_ev=0.0 e_above_lowest_kj_mol=36.9 molar_mass_g_mol=197.141
O -2.825 -1.992 -2.073
C -2.439 -1.446 -1.120
N -2.105 -0.943 -0.069
N -1.223 -0.814 0.955
N -1.096 0.581 1.135
C 0.075 1.023 0.668
C 1.009 0.089 0.315
C 2.058 0.367 -0.606
F 3.042 -0.525 -0.558
F 1.838 0.599 -1.925
F 2.531 1.622 -0.122
S 0.404 -1.480 0.757
H -1.547 0.827 2.024
H 0.278 2.093 0.616



No. 2
72
Properties=species:S:1:pos:R:3 method="wB97M-V/def2-TZVPD" homo_lumo_gap_ev="5.39 / 5.24" multiplicity=6 homo_energy_ev="-8.697 / -8.678" lumo_ev="-3.3 / -3.4" s_squared=8.759 e_above_lowest_kj_mol=0.0 total_charge=+1 molar_mass_g_mol=499.585
Mn 0.018 2.164 0.068
C 3.309 -3.566 1.137
C 3.747 -3.016 -0.216
C 5.251 -2.643 -0.161
C 3.510 -4.047 -1.302
C 2.961 -1.725 -0.526
C 3.567 -0.469 -0.316
C 2.770 0.669 -0.383
N 1.456 0.620 -0.583
C 0.880 -0.563 -0.874
C 1.607 -1.750 -0.903
C -0.589 -0.603 -0.928
C -1.284 -1.802 -1.072
C -2.654 -1.844 -0.872
C -3.323 -0.593 -0.872
C -2.570 0.562 -0.816
N -1.234 0.589 -0.782
C -3.430 -3.132 -0.638
C -3.083 -3.796 0.735
C -4.969 -2.946 -0.774
C -3.100 -4.120 -1.765
H 3.973 -4.349 1.463
H 2.269 -3.881 1.132
H 3.444 -2.764 1.885
H 5.776 -3.529 0.119
H 5.334 -1.873 0.627
H 5.598 -2.262 -1.109
H 4.291 -4.833 -1.293
H 3.609 -3.603 -2.298
H 2.507 -4.443 -1.176
H 4.630 -0.353 -0.122
H 3.253 1.604 -0.250
H 1.136 -2.640 -1.319
H -0.812 -2.668 -1.475
H -4.421 -0.476 -0.872
H -3.041 1.537 -0.820
H -3.575 -3.246 1.547
H -2.019 -3.844 0.890
H -3.521 -4.816 0.768
H -5.368 -2.228 -0.053
H -5.442 -3.932 -0.573
H -5.261 -2.557 -1.771
H -2.031 -4.445 -1.693
H -3.299 -3.626 -2.726
H -3.745 -5.002 -1.640
C -2.130 1.553 2.745
C -0.768 2.085 2.927
N 0.140 2.290 1.947
C 1.318 2.759 2.579
C 1.092 2.891 3.906
N -0.229 2.477 4.116
H -2.738 2.280 2.218
H -2.548 1.406 3.728
H -2.118 0.607 2.194
H 2.161 2.902 1.925
H 1.707 3.281 4.724
H -0.750 2.626 4.960
C -2.596 4.385 -0.689
C -1.182 4.832 -0.756
C -0.700 6.162 -0.795
C 0.696 6.089 -1.034
C 1.020 4.726 -1.148
C 2.337 4.159 -1.469
N -0.109 3.958 -0.825
H -3.264 5.260 -0.749
H -2.803 3.825 0.257
H -2.749 3.698 -1.528
H -1.256 7.103 -0.774
H 1.398 6.897 -1.168
H 2.975 4.866 -2.028
H 2.166 3.278 -2.150
H 2.806 3.849 -0.509



No. 3
15
Properties=species:S:1:pos:R:3 method="wB97M-V/def2-TZVPD" homo_lumo_gap_ev="5.69 / 7.27" multiplicity=3 homo_energy_ev="-4.843 / -10.013" lumo_ev="0.8 / -2.7" s_squared=2.014 e_above_lowest_kj_mol=0.0 molar_mass_g_mol=138.645
C 1.744 1.856 0.444
C 1.723 0.564 0.143
C -1.838 0.525 0.794
C -0.374 -1.561 -1.427
F -0.103 -1.910 1.274
Si -0.453 -0.625 0.233
Cl 3.102 -0.308 -0.362
H 2.695 2.370 0.372
H 0.802 2.249 0.863
H -1.719 0.683 1.875
H -1.737 1.398 0.342
H -2.911 0.117 0.766
H 0.457 -1.296 -2.189
H -0.020 -2.503 -1.141
H -1.369 -1.558 -1.986



No. 4
11
Properties=species:S:1:pos:R:3 method="wB97M-V/def2-TZVPD" homo_lumo_gap_ev="10.56 / 6.90" multiplicity=2 homo_energy_ev="-9.833 / -9.511" lumo_ev="0.7 / -2.6" s_squared=0.753 e_above_lowest_kj_mol=94.7 molar_mass_g_mol=92.143
C 1.111 -0.936 1.767
S 0.046 0.570 1.731
H 0.792 -1.718 2.454
H 1.509 -1.434 0.871
H 2.095 -0.605 2.133
C -0.826 0.174 -1.962
N -0.544 -0.745 -0.981
O -0.016 0.628 -2.731
H -1.891 0.472 -2.153
H -0.645 -0.525 0.014
H 0.190 -1.361 -1.288



What did we get for max |F|? Answer: 3.62; 4.72; 6.49; 2.17 eV/Å, in the order shown.
What did we get for E? Answer: -1090.80489; -2514.37703; -1006.58184; -607.90651 a.u., in the order shown.